The following is a DFT calculation (ωB97M-V/def2-TZVPD) of a 8-piece molecular cluster, C48H104F3N2O11 overall in a non-equilibrium geometry.

Computed properties:
E_HOMO: -10.555 eV
Frontier orbital gap: 8.05 eV
Charge: +1
E_LUMO: -2.5 eV

Atoms and positions in Å:
C (-0.65, 4.58, 3.19)
C (-1.75, 4.27, 4.26)
N (-2.59, 3.14, 3.81)
C (-3.98, 3.21, 4.32)
C (-4.94, 2.93, 3.13)
C (-5.44, 4.24, 2.44)
O (-4.29, 5.08, 2.34)
C (-4.24, 5.83, 1.15)
C (-4.26, 4.90, -0.14)
C (-2.77, 4.56, -0.48)
C (-2.54, 3.20, -1.21)
C (-2.15, 2.12, -0.12)
C (-2.89, 0.79, -0.36)
O (-2.26, -0.32, 0.27)
C (-3.26, -1.28, 0.48)
C (-3.98, -1.36, 1.82)
O (-3.50, -2.02, -0.40)
N (-5.12, 3.70, 0.08)
C (-6.18, 3.97, 1.11)
C (-7.27, 2.86, 1.17)
C (-6.73, 1.41, 0.96)
C (-6.90, 0.89, -0.46)
F (-6.85, 1.74, -1.53)
C (-7.07, -0.42, -0.64)
F (-6.35, -1.13, -1.45)
F (-7.95, -1.10, 0.03)
C (-2.02, 1.87, 4.05)
C (-0.67, 1.66, 4.72)
O (-2.63, 0.91, 3.68)
H (-0.89, 4.05, 2.25)
H (-0.66, 5.65, 2.93)
H (0.35, 4.27, 3.53)
H (-2.39, 5.16, 4.27)
H (-1.33, 4.15, 5.28)
H (-4.12, 2.38, 5.04)
H (-4.22, 4.15, 4.82)
H (-5.77, 2.24, 3.36)
H (-4.33, 2.41, 2.37)
H (-6.19, 4.66, 3.14)
H (-3.35, 6.48, 1.13)
H (-5.11, 6.51, 1.07)
H (-4.66, 5.53, -0.95)
H (-2.17, 4.62, 0.44)
H (-2.39, 5.37, -1.13)
H (-3.44, 2.87, -1.74)
H (-1.68, 3.25, -1.90)
H (-2.53, 2.52, 0.85)
H (-1.06, 2.01, 0.00)
H (-3.10, 0.65, -1.43)
H (-3.89, 0.90, 0.13)
H (-4.29, -0.37, 2.18)
H (-3.28, -1.79, 2.56)
H (-4.87, -2.00, 1.76)
H (-5.62, 3.53, -0.80)
H (-4.61, 2.87, 0.39)
H (-6.70, 4.87, 0.76)
H (-8.01, 3.10, 0.39)
H (-7.75, 2.94, 2.15)
H (-7.34, 0.74, 1.59)
H (-5.69, 1.25, 1.25)
H (0.07, 2.43, 4.44)
H (-0.75, 1.66, 5.82)
H (-0.26, 0.67, 4.46)
C (5.65, 2.39, 3.72)
C (4.14, 2.36, 3.86)
O (3.59, 3.55, 4.39)
C (3.81, 4.73, 3.63)
C (3.26, 4.67, 2.22)
H (6.13, 2.64, 4.67)
H (6.02, 1.42, 3.38)
H (5.97, 3.14, 2.99)
H (3.87, 1.57, 4.56)
H (3.67, 2.11, 2.91)
H (4.88, 4.98, 3.62)
H (3.32, 5.54, 4.18)
H (3.76, 3.91, 1.62)
H (3.39, 5.63, 1.72)
H (2.19, 4.42, 2.24)
C (-3.60, -3.01, -3.58)
C (-3.88, -2.29, -4.89)
O (-4.25, -3.15, -5.95)
C (-5.42, -3.92, -5.76)
C (-6.67, -3.09, -5.55)
H (-2.84, -3.78, -3.72)
H (-3.25, -2.31, -2.82)
H (-4.50, -3.50, -3.19)
H (-2.97, -1.78, -5.21)
H (-4.64, -1.51, -4.75)
H (-5.28, -4.63, -4.94)
H (-5.54, -4.51, -6.67)
H (-6.62, -2.50, -4.63)
H (-7.55, -3.73, -5.49)
H (-6.81, -2.38, -6.37)
C (0.65, 10.04, -1.29)
C (0.26, 8.65, -1.76)
O (-0.88, 8.13, -1.11)
C (-2.08, 8.86, -1.26)
C (-2.54, 8.99, -2.70)
H (0.80, 10.06, -0.21)
H (1.58, 10.35, -1.77)
H (-0.11, 10.78, -1.54)
H (1.08, 7.96, -1.54)
H (0.13, 8.62, -2.85)
H (-1.98, 9.85, -0.79)
H (-2.85, 8.32, -0.70)
H (-1.84, 9.56, -3.31)
H (-3.51, 9.50, -2.75)
H (-2.64, 8.01, -3.17)
C (5.11, -3.28, 0.67)
C (5.77, -1.94, 0.42)
O (6.14, -1.25, 1.61)
C (7.06, -1.91, 2.46)
C (8.40, -2.19, 1.81)
H (4.24, -3.16, 1.33)
H (4.78, -3.72, -0.27)
H (5.79, -3.99, 1.15)
H (5.07, -1.29, -0.10)
H (6.64, -2.05, -0.23)
H (6.62, -2.83, 2.86)
H (7.22, -1.24, 3.31)
H (8.31, -2.89, 0.98)
H (9.10, -2.62, 2.53)
H (8.84, -1.27, 1.41)
C (2.16, -8.37, -2.52)
C (3.32, -7.67, -1.82)
O (3.10, -6.29, -1.59)
C (1.99, -5.96, -0.76)
C (2.08, -6.53, 0.64)
H (1.92, -7.86, -3.45)
H (2.42, -9.40, -2.74)
H (1.26, -8.37, -1.90)
H (4.20, -7.74, -2.46)
H (3.58, -8.18, -0.88)
H (1.06, -6.26, -1.25)
H (1.97, -4.87, -0.70)
H (2.06, -7.62, 0.63)
H (1.25, -6.18, 1.25)
H (3.02, -6.23, 1.11)
C (7.42, -10.73, -0.44)
C (6.08, -10.08, -0.14)
O (4.99, -10.68, -0.83)
C (4.74, -12.05, -0.55)
C (4.42, -12.32, 0.91)
H (7.61, -10.75, -1.51)
H (8.22, -10.18, 0.06)
H (7.45, -11.76, -0.08)
H (6.11, -9.04, -0.47)
H (5.88, -10.06, 0.94)
H (5.58, -12.66, -0.89)
H (3.88, -12.33, -1.16)
H (5.26, -12.10, 1.56)
H (4.16, -13.38, 1.05)
H (3.58, -11.71, 1.24)
C (1.67, -0.35, -3.93)
C (2.33, 1.00, -4.18)
O (2.70, 1.68, -2.99)
C (3.63, 1.02, -2.16)
C (4.97, 0.75, -2.83)
H (0.81, -0.24, -3.28)
H (1.34, -0.79, -4.88)
H (2.36, -1.05, -3.46)
H (1.62, 1.65, -4.69)
H (3.19, 0.90, -4.85)
H (3.20, 0.10, -1.76)
H (3.79, 1.68, -1.30)
H (4.88, 0.06, -3.66)
H (5.67, 0.32, -2.11)
H (5.40, 1.68, -3.22)

The following is a DFT calculation (ωB97M-V/def2-TZVPD) of a 2-piece molecular cluster, C3H5N3 overall in a non-equilibrium geometry.

Computed properties:
E_HOMO (alpha / beta): -7.184 / -7.184 eV
Frontier orbital gap (alpha / beta): 7.43 / 7.43 eV
SMILES: N=C=CN.C#N
E_LUMO (alpha / beta): 0.2 / 0.2 eV

Atoms and positions in Å:
C (0.68, -0.14, -0.52)
N (1.08, -0.81, 0.62)
C (0.49, 1.17, -0.52)
N (0.25, 2.32, -0.60)
C (-2.03, -0.82, 0.18)
N (-2.48, -1.64, -0.51)
H (0.59, -0.72, -1.44)
H (1.79, -0.31, 1.15)
H (1.36, -1.77, 0.43)
H (0.11, 2.76, 0.32)
H (-1.82, -0.04, 0.89)